{
  "formula": "C4H10N2O",
  "method": "ωB97M-V/def2-TZVPD",
  "gap_ev": [10.7, 5.0],
  "de_lowest_ev": 2.130,
  "multiplicity": 2,
  "charge": 1,
  "elements": ["N", "C", "C", "N", "C", "C", "O", "H", "H", "H", "H", "H", "H", "H", "H", "H", "H"],
  "xyz": [[1.5197, -1.0886, 0.9553], [0.6340, -1.5256, -0.1397], [-0.7597, -0.8422, -0.0829], [-0.7187, 0.5009, -0.5793], [-1.7068, 1.3628, -0.0217], [0.6299, 1.0419, -0.6851], [-1.7676, -1.2381, 0.4119], [2.2934, -1.7597, 0.9509], [1.1868, -0.8342, 1.8840], [0.5419, -2.6056, 0.0469], [1.2922, -1.5535, -1.0143], [-1.6306, 2.4257, -0.2508], [-2.6716, 0.8892, -0.2132], [-1.5809, 1.3424, 1.0876], [1.1343, 0.7618, -1.6092], [1.2535, 1.0339, 0.2202], [0.3501, 2.0891, -0.9605]],
  "forces_ev_per_angstrom": [[0.557, 0.302, -0.546], [0.399, -1.595, 1.780], [0.676, -0.807, -0.843], [2.104, 0.252, 1.328], [-0.873, -0.009, 1.058], [-1.790, 3.120, -2.357], [0.420, -0.385, -0.025], [-0.157, 0.734, 0.606], [-0.228, -0.655, -0.391], [-1.156, 0.135, -0.186], [-0.845, 0.891, -0.457], [0.107, -0.364, -0.710], [-0.150, 0.431, 0.036], [-0.135, -0.168, -0.376], [0.281, -0.948, 0.402], [-0.122, -0.605, 0.026], [0.913, -0.330, 0.656]]
}

***

{
  "formula": "C4H10N2O2",
  "method": "ωB97M-V/def2-TZVPD",
  "gap_ev": 8.0,
  "de_lowest_ev": 5.695,
  "charge": 0,
  "smiles": "CC(=O)ON.C=CN",
  "elements": ["C", "C", "O", "O", "N", "H", "H", "H", "H", "H", "C", "C", "N", "H", "H", "H", "H", "H"],
  "xyz": [[-0.8454, 1.9176, 0.0032], [-0.5460, 0.5341, 0.5066], [-1.2110, -0.0603, 1.3300], [1.0655, 0.4958, 0.7141], [1.4723, -0.5256, 1.6345], [-0.0608, 2.3063, -0.6449], [-1.7819, 1.8983, -0.5563], [-0.9496, 2.5826, 0.8635], [0.6304, -0.7699, 2.1666], [2.0711, -0.0295, 2.2923], [0.9956, -0.4093, -1.2585], [-0.3501, -0.7237, -1.2118], [-0.7865, -1.9978, -0.7853], [1.7585, -1.1022, -0.9230], [1.3409, 0.4520, -1.8131], [-1.0266, -0.2250, -1.9002], [-0.1166, -2.4206, -0.1487], [-1.6598, -1.9228, -0.2690]],
  "forces_ev_per_angstrom": [[-0.079, -0.168, -0.760], [1.838, 0.441, 2.790], [0.799, 0.233, -1.535], [-1.627, 0.550, 0.886], [-0.210, 0.000, -0.107], [0.016, -0.157, 0.071], [-0.014, 0.061, 0.110], [0.010, -0.212, 0.016], [0.009, 0.059, -0.123], [-0.105, -0.003, -0.035], [-1.825, -0.682, -1.045], [1.607, -0.502, -1.160], [-0.220, -0.065, 0.375], [-0.114, 0.156, 0.335], [-0.100, 0.081, 0.141], [-0.045, 0.192, 0.274], [-0.023, 0.053, -0.135], [0.084, -0.037, -0.099]]
}